Here is 9 unconnected molecules or ions with the total composition C57H99BF3IN11O4S from OMol25. Energies are from the ωB97M-V functional and the def2-TZVPD basis.

```
177
Properties=species:S:1:pos:R:3:forces:R:3
C 4.183208 -6.630056 -0.249076 0.1 0.0 0.1
O 3.142918 -7.568791 -0.399032 0.0 0.0 -0.2
C 1.865033 -7.114814 0.001986 -0.1 0.3 0.0
C 0.864231 -7.358101 -1.125438 0.4 -0.1 -0.1
C 0.861686 -6.225959 -2.160113 -0.3 0.0 -0.2
C -0.185430 -5.116617 -1.881461 0.1 -0.2 0.5
C 0.425402 -3.708624 -1.651848 -0.1 -0.2 0.0
C 0.164606 -2.563367 -2.661345 0.7 -0.2 0.1
C 0.096079 -3.025349 -4.140251 -0.1 0.3 -0.1
C 1.247581 -3.927599 -4.573451 0.1 -0.2 0.0
F -1.117687 -3.643454 -4.435606 0.1 0.0 0.0
C 1.395369 -1.639425 -2.656951 -0.1 0.6 -0.2
N 1.591950 -0.804283 -1.491778 -0.4 -0.4 -0.1
C 2.551765 0.296758 -1.683118 0.5 -0.3 0.1
C 3.780116 -0.149358 -2.496797 0.2 0.5 0.3
C 5.107427 0.457905 -1.984320 -0.1 0.0 -0.3
C 6.277230 -0.493191 -2.185574 0.0 0.2 0.0
N 6.305001 -1.618866 -1.250339 0.0 0.2 0.0
C 7.469152 -2.226173 -0.877495 0.2 -0.1 0.0
C 7.187485 -3.256893 -0.022033 -0.1 -0.1 0.1
C 5.782491 -3.270056 0.145931 -0.1 -0.1 0.1
C 5.266651 -2.254910 -0.617868 0.0 0.0 0.0
C 0.558052 -0.567021 -0.525369 0.2 0.3 0.0
F 0.424330 0.843207 -0.355251 -0.1 0.0 -0.2
B 0.999179 -1.076481 0.958319 0.3 0.2 0.2
O 0.030535 -1.060698 1.904217 -0.1 -0.3 -0.3
O 2.295729 -1.449935 1.222644 -0.6 -0.4 0.2
C -0.872553 -1.087838 -0.865883 -0.1 -0.1 0.3
C -1.977380 -0.053381 -0.604459 -0.2 0.2 0.0
C -2.192147 0.234393 0.868131 0.0 -0.4 0.0
O -2.000553 1.240748 1.441512 -0.2 -0.1 0.1
F -2.741170 -0.858895 1.477524 0.1 0.4 -0.2
N -1.074257 -1.740084 -2.251290 -0.5 -0.5 0.3
S -2.555335 -2.789711 -2.081381 -0.3 0.1 -0.3
C -1.554691 -0.754061 -3.295367 0.0 0.5 -0.5
C -0.697750 0.495253 -3.506969 -0.2 0.1 -0.2
C -1.567805 1.584853 -4.143954 0.2 -0.2 0.0
I -0.324845 3.047550 -5.060566 0.0 0.1 0.1
H 4.355496 -6.373153 0.804530 0.0 0.0 0.0
H 3.984107 -5.701436 -0.801374 0.0 0.0 0.0
H 5.092510 -7.077509 -0.648582 -0.1 0.0 0.0
H 1.555460 -7.622430 0.920601 0.1 0.0 0.0
H 1.929074 -6.034194 0.210263 -0.1 -0.1 0.2
H -0.134137 -7.533113 -0.716969 0.0 0.0 -0.1
H 1.188932 -8.272879 -1.627718 -0.1 -0.1 0.2
H 1.865516 -5.792754 -2.209692 0.0 -0.1 0.0
H 0.660090 -6.652150 -3.145847 0.1 0.1 0.0
H -0.697136 -5.402453 -0.953892 0.0 0.1 -0.1
H -0.955311 -5.122039 -2.649153 0.1 0.1 -0.1
H 1.509864 -3.839447 -1.627894 -0.1 0.1 0.0
H 0.174226 -3.372310 -0.641500 0.0 0.1 -0.1
H 0.119424 -2.125126 -4.759815 -0.1 0.0 0.0
H 1.769613 -3.498210 -5.427636 0.0 0.0 0.0
H 0.837336 -4.889383 -4.886057 0.0 0.1 0.1
H 1.983193 -4.121704 -3.794626 -0.1 0.0 0.0
H 2.255549 -2.301350 -2.769882 -0.1 0.0 0.0
H 1.396717 -1.022571 -3.562535 -0.1 0.0 0.0
H 2.082239 1.161913 -2.166680 0.0 -0.1 0.1
H 2.901183 0.600452 -0.693661 -0.2 0.1 0.0
H 3.665161 0.165522 -3.537604 0.0 -0.3 0.0
H 3.881116 -1.228832 -2.460162 -0.1 0.0 -0.2
H 5.052143 0.762081 -0.935864 -0.1 -0.1 0.0
H 5.321422 1.353052 -2.572938 0.1 0.0 0.2
H 7.211983 0.051223 -2.040075 -0.1 0.0 -0.1
H 6.269527 -0.845797 -3.221734 0.1 -0.1 0.1
H 8.425821 -1.881218 -1.240363 -0.1 0.0 -0.1
H 7.894257 -3.919936 0.449814 0.0 0.1 -0.1
H 5.203253 -3.944375 0.760687 0.1 0.1 0.0
H 4.238988 -1.945870 -0.700999 0.1 0.1 -0.1
H 0.198894 -1.611832 2.679397 0.1 0.3 0.2
H 2.544895 -2.310024 0.869086 0.4 0.2 -0.2
H -1.079735 -1.896552 -0.165330 0.0 0.0 -0.2
H -1.829865 0.902793 -1.103460 0.2 -0.1 0.1
H -2.924997 -0.469179 -0.957552 0.1 -0.1 0.1
H -2.123120 -3.637264 -1.137460 0.3 0.2 0.1
H -1.675952 -1.279331 -4.241848 0.1 -0.2 0.2
H -2.570138 -0.462245 -3.017066 0.2 0.0 0.2
H -0.286966 0.885003 -2.576914 0.2 -0.1 0.0
H 0.122100 0.287374 -4.192282 0.0 -0.1 0.1
H -2.178907 2.093624 -3.401047 -0.1 0.0 -0.1
H -2.184890 1.181697 -4.945121 -0.1 0.1 0.1
C 10.269957 2.297916 -2.009744 0.0 0.0 0.1
C 10.712873 2.558352 -3.442243 0.0 0.0 0.1
C 9.605720 3.202769 -4.286421 0.1 0.0 0.0
C 8.426549 2.344704 -4.383162 0.3 0.2 0.0
N 7.516518 1.654136 -4.457415 -0.4 -0.3 0.1
H 9.439484 1.590110 -1.970824 0.0 0.0 0.0
H 11.086138 1.881948 -1.418632 0.0 0.0 0.0
H 9.944051 3.222728 -1.531437 0.0 0.0 0.0
H 11.036708 1.628108 -3.912640 0.0 0.0 0.0
H 11.571495 3.231143 -3.445253 0.0 0.0 0.0
H 9.957240 3.401655 -5.299649 0.0 0.0 0.0
H 9.296412 4.152666 -3.844350 0.0 0.0 0.0
C -7.023821 0.576669 1.013972 -0.1 0.0 0.0
C -6.521908 -0.477304 0.039275 0.0 0.0 0.1
C -5.895727 0.138663 -1.219902 0.0 -0.2 0.1
C -6.860375 0.923120 -1.988570 0.3 -0.1 0.2
N -7.615044 1.537050 -2.590304 -0.3 0.2 -0.3
H -7.799043 1.197815 0.563897 0.0 0.0 0.0
H -7.449298 0.111085 1.902621 0.0 0.0 0.0
H -6.215471 1.235913 1.329211 0.0 0.0 0.0
H -7.334082 -1.139445 -0.266049 0.0 0.0 0.0
H -5.772214 -1.100192 0.534273 0.1 0.0 -0.1
H -5.517646 -0.654444 -1.871173 0.0 0.0 0.0
H -5.062281 0.794491 -0.951497 0.0 0.0 0.0
C -2.491372 4.396911 -0.309413 0.0 0.0 0.0
C -2.911452 5.553943 0.588354 0.0 0.0 -0.1
C -3.586369 5.094632 1.885312 0.1 0.1 -0.1
C -4.813413 4.343474 1.624915 0.3 0.2 0.2
N -5.776390 3.758262 1.421192 -0.2 -0.2 -0.2
H -3.357707 3.815236 -0.634485 0.0 0.0 0.0
H -1.991447 4.774724 -1.202210 0.0 0.0 0.0
H -1.802150 3.726464 0.209461 0.0 0.0 0.0
H -3.589345 6.215298 0.046595 0.0 0.0 0.0
H -2.034387 6.145628 0.853342 0.0 0.0 0.0
H -3.846359 5.951363 2.508060 0.0 0.0 0.0
H -2.914005 4.456773 2.462639 0.0 0.0 0.0
C -8.832671 3.520751 2.801655 -0.1 0.0 0.0
C -9.239767 4.656938 3.729959 0.0 -0.1 -0.1
C -9.864650 4.158941 5.038822 0.0 0.1 -0.1
C -11.073779 3.371712 4.797034 0.3 0.2 0.2
N -12.016237 2.750934 4.607436 -0.4 -0.2 -0.1
H -9.702641 2.932332 2.503572 0.0 0.0 0.0
H -8.363214 3.905425 1.899274 0.0 0.0 0.0
H -8.117072 2.853138 3.285797 0.0 0.0 0.0
H -9.949046 5.312737 3.221865 0.0 0.0 0.0
H -8.366887 5.263919 3.977727 0.0 0.0 0.0
H -10.130009 4.995461 5.686407 0.0 0.0 0.0
H -9.156716 3.530304 5.582501 0.0 0.0 0.0
C -1.157766 0.458741 4.870638 0.1 0.0 0.0
C 0.258784 0.173666 5.358611 -0.2 0.1 -0.1
C 0.314271 -0.018149 6.878845 0.1 0.0 -0.1
C -0.144974 1.181989 7.576458 0.1 -0.4 -0.1
N -0.504736 2.137457 8.093032 -0.1 0.4 0.2
H -1.529925 1.389626 5.300526 0.0 0.0 0.0
H -1.181187 0.563677 3.787056 0.0 0.0 0.0
H -1.837769 -0.347372 5.151755 0.0 0.0 0.0
H 0.919395 0.993176 5.068165 0.0 0.0 0.0
H 0.642468 -0.732951 4.884631 0.0 0.0 0.1
H 1.332227 -0.234289 7.208297 0.0 0.0 0.0
H -0.321665 -0.857199 7.165630 0.0 0.0 0.0
C -0.632809 -4.146685 9.314853 0.0 0.0 0.0
C 0.239997 -5.004092 8.407238 -0.1 0.0 0.1
C 0.869725 -4.201200 7.261369 0.0 -0.1 0.1
C -0.148041 -3.601669 6.398050 0.1 0.0 0.0
N -0.960353 -3.136227 5.733372 0.0 0.1 -0.1
H -1.477636 -3.723540 8.769218 0.0 0.0 0.0
H -1.034652 -4.741624 10.133610 0.0 0.0 0.0
H -0.061428 -3.323816 9.748824 0.0 0.0 0.0
H -0.348726 -5.822426 7.989603 0.0 0.0 0.0
H 1.046929 -5.455148 8.985892 0.0 0.0 0.0
H 1.504181 -4.836692 6.642232 0.0 0.0 0.0
H 1.492488 -3.397352 7.659988 0.0 0.0 0.0
C 12.304055 6.294692 -0.004065 0.0 0.0 0.0
C 11.283245 7.187434 0.689956 0.1 0.0 -0.1
C 9.947289 6.477229 0.941873 0.1 0.1 0.0
C 9.321789 6.041985 -0.306292 0.2 0.1 0.4
N 8.857414 5.695680 -1.293498 -0.2 -0.2 -0.4
H 11.954711 5.988930 -0.991601 0.0 0.0 0.0
H 13.248239 6.821574 -0.136092 0.0 0.0 0.0
H 12.501661 5.394104 0.580628 0.0 0.0 0.0
H 11.105600 8.082394 0.091574 0.0 0.0 0.0
H 11.675760 7.520271 1.651625 0.0 0.0 0.0
H 9.247949 7.136940 1.456825 0.0 0.0 0.0
H 10.096262 5.596471 1.569556 0.0 0.0 0.0
C -10.547804 1.565674 -4.851984 0.0 0.0 0.0
C -11.704809 2.068329 -3.999552 0.1 0.0 0.0
C -12.864893 1.068838 -3.921962 0.0 0.1 0.0
C -13.426015 0.782682 -5.242373 0.1 0.0 0.4
N -13.841095 0.560362 -6.285389 -0.2 -0.1 -0.4
H -10.858548 1.410190 -5.886347 0.0 0.0 0.0
H -9.731148 2.286154 -4.851081 0.0 0.0 0.0
H -10.156695 0.622565 -4.465966 0.0 0.0 0.0
H -12.074236 3.014451 -4.399078 0.0 0.0 0.0
H -11.355732 2.265769 -2.984711 0.0 0.0 0.0
H -13.666102 1.453732 -3.289916 0.0 0.0 0.0
H -12.525402 0.125994 -3.488721 0.0 0.0 0.0
```
Forces are in eV/Å.

Output
Net charge: +1
HOMO-LUMO gap: 0.253 hartree
LUMO level: -3.38 eV
Energy: -113053.7567 eV
HOMO energy: -10.27 eV